Density functional theory data (ωB97M-V with the def2-TZVPD basis set) for 2 unconnected molecules or ions with the total composition C9H17N3O.

Values from the calculation:
charge = +2
energy above the lowest of the compared OMol25 structures with the same formula, charge and spin = 0.0 kcal/mol
E = -591.7116 Eh
frontier orbital gap (spin up / spin down) = 5.86 / 7.00 eV
multiplicity = 3
HOMO energy (spin up / spin down) = -12.1 / -13.6 eV

Structure (XYZ):
```
30
C9H17N3O, DFT ωB97M-V with the def2-TZVPD basis set
H 17.7337 -1.5742 -1.3929
H 18.6355 0.7975 -1.4395
H 17.8417 3.0080 -0.9468
H -14.2680 -1.6839 -0.3279
H 17.3412 2.4191 0.5878
H 20.0923 -0.7639 -0.5812
N -17.2731 0.8053 -1.1553
H 17.9785 -0.3510 1.5400
H -16.9397 -0.3838 2.4097
H 20.0551 -1.5843 0.9901
H 17.6245 -2.3185 0.2981
H -16.6501 2.1355 1.5250
C 18.1683 -1.5817 -0.3452
C 18.2271 0.8630 -0.3868
C 18.1086 -0.2344 0.4629
H -14.4856 0.0820 -0.1275
H -16.6785 2.6977 -0.4014
C -16.0825 -1.2172 -1.1459
H -15.5157 -1.5159 -1.9940
C -14.9368 -0.9387 -0.1644
O -15.5329 -0.8900 1.2193
C 19.4520 -1.1307 0.1192
N -17.2583 -0.4285 -1.3581
H -16.6461 -2.2490 -0.9799
C -16.8464 1.6076 -0.2256
C -16.8304 -0.0409 1.4666
H 18.9600 2.7833 0.2396
C 18.0343 2.2800 -0.1500
H -15.6843 -1.8436 1.2025
N -16.6244 1.2512 1.0618
```

Density functional theory data (ωB97M-V with the def2-TZVPD basis set) for C9H17N3O4 in the gas phase.

Values from the calculation:
energy above the lowest of the compared OMol25 structures with the same formula, charge and spin = 1.7 kcal/mol
E = -818.4228 Eh
frontier orbital gap = 9.79 eV
HOMO energy = -9.4 eV

Structure (XYZ):
```
33
C9H17N3O4, DFT ωB97M-V with the def2-TZVPD basis set
C -0.4174 -1.3778 2.5005
C 0.0541 -2.7572 -2.2813
H 0.5915 0.5344 0.7950
O -1.1039 -2.5276 2.9418
C 2.4000 2.4555 -2.6164
H 1.8126 2.3242 -3.5134
C -1.1747 1.2263 0.1084
H 1.1097 -2.7773 -2.4679
H -1.7850 0.0020 3.4099
C -0.8452 -1.0495 1.0680
H -0.0481 2.8394 0.7484
H -1.9529 -1.0918 1.0774
H 2.7224 3.4969 -2.4791
H -0.1527 0.5843 3.2874
N -0.3900 0.3109 0.6962
H -0.4726 -2.4534 -3.2024
O -2.3509 1.0130 -0.1959
O 1.9162 1.3370 -0.5982
H 0.6435 -1.5674 2.5334
H -0.8001 -3.2298 2.3576
H -1.3836 3.2904 -0.3080
O -0.3065 -3.3184 0.4812
N -0.2827 -1.8346 -1.2187
C -0.7501 -0.2947 3.5162
H 0.1266 3.2959 -2.0633
C 1.5356 2.0768 -1.4394
H -0.5358 -0.9055 -1.5068
H -0.2557 -3.7853 -2.0546
C -0.4656 -2.1629 0.0957
H 3.2667 1.7847 -2.6896
C -0.5505 2.5960 -0.1629
H -0.5147 -0.6863 4.5192
N 0.3598 2.6518 -1.3386
```

Density functional theory data (ωB97M-V with the def2-TZVPD basis set) for a gas-phase ion, C9H17N6 (charge +1).

Values from the calculation:
charge = +1
energy above the lowest of the compared OMol25 structures with the same formula, charge and spin = 0.0 kcal/mol
E = -681.4695 Eh
frontier orbital gap = 9.29 eV
HOMO energy = -12.1 eV

Structure (XYZ):
```
32
C9H17N6, DFT ωB97M-V with the def2-TZVPD basis set
H -2.5239 2.7018 -0.7218
H 1.2655 5.7084 1.9220
C 0.8600 -4.1194 -1.9713
C -0.4995 -2.3671 -0.8569
H -1.8110 -2.2921 -2.4167
N 0.9841 2.5509 1.8465
C -0.6682 3.7719 0.9548
N -0.1122 -0.2893 0.0961
C 0.4640 3.7527 1.8158
H -1.2929 1.6237 -1.3965
C -0.7995 2.5044 0.4663
H 1.0441 -5.1882 -2.0156
H 0.7277 -2.0891 0.7241
C 0.5660 0.4499 0.9179
H -1.2861 4.6181 0.7376
H 0.5601 -3.7825 -2.9595
H 1.9180 4.5693 3.1179
C -0.2365 -3.8321 -0.9360
C -1.7885 1.9398 -0.4794
N 0.1314 -1.6335 0.0350
H 0.2875 5.2407 3.3084
H -1.1508 -4.3494 -1.2286
H 1.9622 0.8511 2.2641
H 1.7888 -3.6227 -1.7039
N 1.5612 0.0734 1.7494
C 1.0229 4.8831 2.5892
H -2.2924 1.0818 -0.0383
N -1.3135 -1.7740 -1.7131
N 0.2263 1.7745 1.0310
H 0.0738 -4.2130 0.0376
H 2.1490 -0.7209 1.5684
H -1.4353 -0.7734 -1.6282
```

Density functional theory data (ωB97M-V with the def2-TZVPD basis set) for C9H17NO2S in the gas phase.

Values from the calculation:
energy above the lowest of the compared OMol25 structures with the same formula, charge and spin = 11.4 kcal/mol
E = -956.5113 Eh
frontier orbital gap = 10.98 eV
HOMO energy = -10.5 eV

Structure (XYZ):
```
30
C9H17NO2S, DFT ωB97M-V with the def2-TZVPD basis set
C 0.7157 0.7298 -0.4122
H -2.9687 -1.3295 1.2525
H 1.4825 2.2094 0.9124
H -1.2166 -0.1484 2.5998
C -0.3672 0.1085 1.9683
H -2.3429 -1.7179 -1.9076
H 3.9185 -0.6971 -1.5640
O 1.7694 -1.7156 -0.2572
C -2.1376 -0.7876 -1.3820
C 1.0811 2.1541 -0.0971
C 3.2979 0.1647 -1.3378
H 0.4609 0.5582 -1.4538
H 0.0391 1.0509 2.3257
H -2.5564 -2.7621 0.3098
C -0.8070 0.2326 0.5182
H 2.7443 0.4703 -2.2216
S 2.1171 -0.3362 -0.0395
O 2.6852 0.0076 1.2348
H 0.2159 2.8128 -0.1696
H 1.8414 2.5212 -0.7857
C -1.3064 -1.0718 -0.1287
H 0.3983 -0.6563 2.0621
H -3.0880 -0.3307 -1.1094
H -1.6248 -0.1143 -2.0661
C -2.1420 -1.9097 0.8441
H -0.4251 -1.6593 -0.4013
C -1.7168 1.3226 0.3551
H -1.5336 -2.2925 1.6591
N -2.4360 2.2069 0.2417
H 3.9016 0.9793 -0.9499
```

Density functional theory data (ωB97M-V with the def2-TZVPD basis set) for 2 unconnected molecules or ions with the total composition C9H18.

Values from the calculation:
energy above the lowest of the compared OMol25 structures with the same formula, charge and spin = 52.1 kcal/mol
E = -353.6129 Eh
frontier orbital gap = 9.19 eV
HOMO energy = -8.2 eV

Structure (XYZ):
```
27
C9H18, DFT ωB97M-V with the def2-TZVPD basis set
C -2.1485 -0.7020 -1.0733
H 1.7909 -2.6612 1.0539
C 1.3785 -2.0351 0.2645
C -1.9619 -0.3079 0.2316
H 1.9950 2.1717 -0.1924
H 0.8157 2.0851 1.1240
H 0.3180 -2.2695 0.1588
H -0.3612 -0.5482 -1.7606
C 0.7712 0.3878 -0.2289
C 2.4067 -0.2023 1.5552
C -2.5514 0.9762 0.7647
C 0.9816 1.8625 0.0707
H 1.4882 -0.4331 -2.1080
H -1.9486 1.3588 1.5898
H 0.2896 2.4664 -0.5162
H -2.1980 -1.7495 -1.3348
H -0.4296 0.1316 0.1694
H -3.5614 0.8169 1.1453
H 2.5931 0.8301 1.8055
H -1.9050 -1.0973 0.9779
C 1.5830 -0.5747 0.5758
C 0.6360 0.0808 -1.6703
H 1.8734 -2.3090 -0.6689
H -2.5823 1.7424 -0.0095
H -2.6082 -0.0259 -1.7820
H 0.4025 0.9414 -2.2918
H 2.9328 -0.9358 2.1495
```

Density functional theory data (ωB97M-V with the def2-TZVPD basis set) for a molecular structure, C9H18AuCl2DyN3O4P.

Values from the calculation:
charge = +4
E = -3099.7059 Eh
frontier orbital gap (spin up / spin down) = 6.19 / 4.87 eV
multiplicity = 8
HOMO energy (spin up / spin down) = -21.7 / -22.4 eV

Structure (XYZ):
```
39
C9H18AuCl2DyN3O4P, DFT ωB97M-V with the def2-TZVPD basis set
H -0.2544 1.7923 4.5559
H -1.3181 -3.5723 2.8267
H 2.2619 -1.2670 4.4104
H -4.0065 -0.8681 3.0399
C 0.0490 -0.1441 -4.8986
H 1.7721 -1.1943 2.6943
N 0.2462 -0.8575 4.1323
C -1.2697 1.7475 4.1422
C -2.6238 1.2978 2.1186
C 1.7261 1.7764 1.3908
H -3.4249 1.3644 2.8790
C 0.0905 -0.9453 5.5970
N -1.3049 0.9986 2.8419
Cl -1.0011 2.8602 -0.6141
P -0.9798 -0.7152 3.0703
Cl -2.3419 -2.3415 -2.2361
O 2.6806 2.3160 1.7467
H -0.9002 -1.3048 5.8897
H 0.8495 -1.6379 5.9701
C -1.6290 -3.1385 3.7903
O -0.5204 -1.0870 1.6472
C 0.3077 -2.2432 -5.1144
H -2.4598 -3.7322 4.1737
H -1.9637 1.2284 4.8278
H 1.9747 0.3156 3.6574
O 0.4040 0.6315 -5.6795
Au -0.8394 -1.4417 -3.7094
H 0.2896 0.0218 6.0739
C 1.6414 -0.7322 3.6819
H -1.6406 2.7652 3.9720
Dy -0.3365 0.8784 0.7152
H -3.2752 -1.9933 1.8126
H -2.8861 0.5194 1.3827
H -3.9949 -2.6084 3.3189
H -0.8155 -3.1834 4.5185
O 0.7379 -2.8720 -5.9847
N -2.1413 -1.7459 3.6229
C -3.4282 -1.7835 2.8849
H -2.5694 2.2709 1.5935
```

The highest E belongs to which entry? C9H18